13
Properties=species:S:1:pos:R:3:forces:R:3:lowdin_charge:R:1 method="wB97M-V/def2-TZVPD" orbital_gap_ev=10.0063 de_lowest_ev=2.954 e_homo_ev=-9.0 multiplicity=1
C -1.081596 -0.446017 0.173548 -0.2 -1.0 0.4 -0.108
C -1.357264 1.096717 0.050703 0.3 -0.2 0.3 -0.025
C 0.087656 0.912772 -0.291289 0.6 0.6 -0.3 -0.380
N 1.163388 1.091844 0.407338 -0.3 0.0 -0.3 0.118
C 1.845996 -0.108425 0.242729 0.3 -0.4 -0.2 -0.134
C 1.130376 -1.003073 -0.491728 0.9 0.3 -0.7 -0.129
N -0.035158 -0.348375 -0.936970 0.4 -0.1 0.3 -0.011
H -1.884760 -1.163703 0.063472 -0.2 0.0 -0.6 0.105
H -0.298861 -0.895612 0.884518 -2.2 1.3 0.8 0.137
H -1.976274 1.396354 -0.815305 0.2 -0.6 0.5 0.114
H -1.614257 1.685448 0.929770 0.3 -0.2 0.0 0.106
H 2.786890 -0.260223 0.754502 0.0 0.0 -0.2 0.099
H 1.351405 -2.021167 -0.772497 0.1 0.1 0.0 0.107

---

13
Properties=species:S:1:pos:R:3:forces:R:3:lowdin_charge:R:1 method="wB97M-V/def2-TZVPD" orbital_gap_ev=9.1070 de_lowest_ev=1.871 e_homo_ev=-8.9 multiplicity=1
H -2.447991 1.037568 0.105003 0.3 -0.3 -0.2 0.051
N -1.574683 1.572078 0.064688 -0.1 0.9 0.6 0.144
C -0.556563 0.856497 0.036268 -1.8 -2.8 -2.0 -0.305
C 0.872277 1.221930 -0.053956 0.0 -0.1 1.2 -0.140
C 1.486721 -0.134268 0.138193 0.2 -1.3 -1.0 -0.042
C 0.696683 -1.212426 -0.149863 1.8 0.4 0.5 -0.048
C -0.670891 -0.841125 -0.159056 -0.8 3.9 0.9 -0.314
N -1.816143 -1.339697 -0.036442 -0.2 -0.2 0.5 0.132
H -1.839654 -2.327127 0.214795 0.1 -0.2 -0.7 0.058
H 1.150664 1.912030 0.746254 0.0 0.0 -0.1 0.122
H 1.135104 1.696077 -1.004377 0.1 -0.2 0.0 0.131
H 2.525152 -0.218687 0.425889 0.2 -0.2 -0.3 0.105
H 1.039324 -2.222851 -0.327396 0.2 -0.1 0.5 0.107

---

13
Properties=species:S:1:pos:R:3:forces:R:3:lowdin_charge:R:1 method="wB97M-V/def2-TZVPD" orbital_gap_ev=9.6135 de_lowest_ev=6.253 e_homo_ev=-9.2 multiplicity=1
C -2.337821 -0.556026 -0.112932 0.2 0.1 1.1 -0.196
C 0.197650 0.333679 -1.013331 -3.7 -2.3 -1.3 -0.180
C -1.568886 -0.569965 -1.274552 3.1 3.6 -0.3 -0.078
C 0.936257 0.792631 0.089461 2.2 1.0 2.2 -0.303
C 1.671916 -0.068031 1.171556 0.8 -0.6 -3.0 -0.069
N -2.674331 0.450441 -0.798469 0.9 -1.8 0.0 0.170
N 1.296763 0.738794 -1.438999 -0.6 -0.9 0.1 0.165
H -2.366992 -1.022670 0.873156 -0.6 0.3 -0.3 0.119
H -1.677595 -1.117961 -2.185454 0.0 -0.2 -0.3 0.080
H 0.938129 1.837341 0.404380 -0.6 -0.1 0.0 0.104
H 2.801082 -0.000370 1.085733 -1.3 -0.1 -0.1 0.091
H 1.366308 -1.124210 1.092466 0.3 0.3 0.1 0.068
H 1.417518 0.306352 2.106984 -0.6 0.6 1.8 0.028

---

13
Properties=species:S:1:pos:R:3:forces:R:3:lowdin_charge:R:1 method="wB97M-V/def2-TZVPD" smiles=N#C[C@H]1[C@H]2CCN21 orbital_gap_ev=10.3855 de_lowest_ev=4.674 e_homo_ev=-9.5 multiplicity=1
N 2.269709 0.195742 1.730632 -0.1 0.0 -0.1 0.173
C 1.765828 0.231956 0.699138 0.0 -0.4 -0.1 -0.175
C 1.141399 0.312483 -0.611693 0.3 0.2 0.1 -0.318
C 0.075802 -0.629900 -1.051142 -0.3 0.4 0.3 -0.054
C -0.772352 -0.988511 0.185362 -0.2 0.0 0.0 -0.144
C -1.026962 0.505750 0.403236 -0.1 0.1 0.6 -0.183
N -0.114467 1.017666 -0.664898 0.2 0.8 0.6 -0.013
H 1.838002 0.604099 -1.391281 0.0 0.2 0.1 0.145
H -0.466959 0.087256 -1.751814 -0.1 -1.8 -1.4 0.136
H -1.653688 -1.579394 -0.063545 0.0 0.2 0.0 0.101
H -0.248166 -1.493086 1.007624 0.1 0.1 -0.4 0.108
H -2.051280 0.791293 0.148307 0.3 0.0 0.0 0.117
H -0.756867 0.944650 1.360075 -0.2 -0.1 0.3 0.107

---

13
Properties=species:S:1:pos:R:3:forces:R:3:lowdin_charge:R:1 method="wB97M-V/def2-TZVPD" orbital_gap_ev="8.5336 / 8.7304" de_lowest_ev=4.891 e_homo_ev="-9.1 / -8.8" multiplicity=1
C -0.586790 -0.386309 1.316679 -0.5 0.1 -0.3 0.010
C 0.564419 0.171431 1.802875 0.1 0.4 -0.2 -0.165
C 0.755217 -0.739569 -1.326939 -1.5 -0.2 -0.9 -0.311
C -0.407619 0.228190 -1.188241 0.4 0.5 0.3 -0.145
C -0.565912 0.698425 0.246405 -0.6 -0.5 0.0 -0.360
N 1.842599 -0.656537 -0.781252 1.2 0.0 0.6 0.197
N 0.679272 1.160954 0.888579 0.7 0.2 0.3 0.110
H -1.223834 -1.225226 1.520330 -0.1 -0.2 0.2 0.089
H 1.240322 -0.029947 2.613217 0.2 0.0 0.2 0.101
H 0.541811 -1.543259 -2.044077 0.3 -0.3 0.0 0.109
H -0.135377 1.083302 -1.815810 -0.3 0.0 0.0 0.119
H -1.342428 -0.208239 -1.546699 0.1 0.0 -0.1 0.110
H -1.361680 1.446784 0.314932 0.1 0.0 0.0 0.136

---

13
Properties=species:S:1:pos:R:3:forces:R:3:lowdin_charge:R:1 method="wB97M-V/def2-TZVPD" orbital_gap_ev="7.4950 / 7.3418" de_lowest_ev=7.321 e_homo_ev="-7.2 / -7.0" multiplicity=1
C -1.597712 2.029352 0.127767 -0.2 -0.4 -1.3 -0.091
C -1.059730 0.783956 0.451281 0.1 -1.6 0.9 -0.245
C -1.853616 2.110627 -1.188387 1.4 0.7 0.3 -0.125
C 1.388752 -1.049463 0.180781 1.6 0.6 -2.3 -0.015
C 1.660200 -2.271644 0.919424 -5.0 0.7 1.3 -0.253
N -1.591433 2.160233 -2.359866 0.2 0.3 0.9 0.225
N -0.667034 -0.252560 0.781637 -0.3 0.6 0.5 0.139
H -1.519691 2.746520 0.907404 -0.7 0.9 0.0 0.099
H 2.363253 -0.384571 0.209779 -1.6 -0.6 0.6 0.029
H 0.720774 -2.848508 1.278699 1.1 1.0 -0.8 0.104
H 2.240347 -2.140526 1.731276 2.6 -0.2 2.7 0.013
H 2.006461 -2.841742 0.145354 1.7 -1.8 -2.1 0.045
H -2.090572 1.958325 -3.185149 -1.0 -0.3 -0.7 0.076

---

13
Properties=species:S:1:pos:R:3:forces:R:3:lowdin_charge:R:1 method="wB97M-V/def2-TZVPD" total_charge=+2 orbital_gap_ev="7.9322 / 7.9333" de_lowest_ev=0.787 e_homo_ev="-19.3 / -19.3" multiplicity=1
C 1.609759 1.065566 0.312298 -1.6 -0.3 -0.5 0.416
C -1.191369 1.091535 -0.265752 2.6 0.7 0.4 0.238
C 1.128950 -1.213730 -0.396007 0.1 -0.1 -0.4 0.060
C -1.191774 -1.098928 0.427750 -0.2 -0.6 0.5 0.038
C 2.003613 -0.126327 0.063562 0.6 -0.3 0.1 -0.024
N -1.874173 0.032988 -0.058992 -1.1 -0.4 -0.3 0.062
N -0.031272 -1.344356 0.040217 -0.4 0.0 0.0 0.207
H 1.598349 2.112558 0.525362 0.0 0.5 0.1 0.116
H -1.654150 2.043053 -0.497299 -0.5 0.0 -0.1 0.103
H 1.505792 -1.911153 -1.147431 -0.1 0.1 -0.1 0.190
H -1.691565 -1.735484 1.166591 0.1 0.2 -0.1 0.198
H 3.085549 -0.354181 0.079001 -0.2 0.3 0.2 0.187
H -2.904839 -0.036769 -0.136778 0.3 0.1 0.1 0.208

---

14
Properties=species:S:1:pos:R:3:forces:R:3:lowdin_charge:R:1 method="wB97M-V/def2-TZVPD" smiles="C=Cc1nccn1O" orbital_gap_ev=9.1884 de_lowest_ev=3.336 e_homo_ev=-8.7 multiplicity=1
C -0.252095 2.258191 1.057864 1.0 0.8 0.9 -0.002
C 0.483810 1.161694 0.825359 -5.4 -2.0 -2.5 -0.064
C -0.208618 -0.053456 0.048782 1.5 2.4 1.2 -0.286
N -1.475123 -0.131667 -0.325054 0.8 -0.5 0.8 0.085
C -1.592868 -1.376826 -0.874411 -2.8 -0.6 -2.7 -0.192
C -0.410053 -2.053179 -1.044914 1.1 1.6 1.3 -0.028
N 0.461392 -1.125634 -0.393439 0.7 -3.0 -0.6 -0.129
O 1.800311 -1.481247 -0.147531 -0.2 -0.5 0.5 0.012
H 0.432561 2.903038 1.649894 -1.3 0.4 -0.2 0.056
H -1.324699 2.606817 0.853440 2.0 -1.0 -0.2 0.098
H 1.325284 0.978013 1.389971 2.1 -0.3 0.5 0.058
H -2.611708 -1.613399 -1.362551 1.9 0.1 1.1 0.123
H 0.035233 -2.963792 -1.506817 -0.9 1.0 0.5 0.123
H 1.828760 -2.399049 0.274067 -0.6 1.8 -0.6 0.146

---

14
Properties=species:S:1:pos:R:3:forces:R:3:lowdin_charge:R:1 method="wB97M-V/def2-TZVPD" orbital_gap_ev=8.4317 de_lowest_ev=7.015 e_homo_ev=-8.1 multiplicity=1
C 0.876269 0.861599 0.113021 -3.5 2.7 -1.1 -0.470
C 1.948618 0.175007 -0.146600 4.1 -2.7 0.9 -0.046
C 1.551126 -1.277124 -0.050338 3.0 1.1 -1.5 -0.070
C 0.261620 -1.197516 0.021349 -4.4 0.3 0.4 -0.163
C -2.643870 -0.075428 0.133658 -1.8 2.6 -4.3 -0.093
H 1.500146 2.854149 0.202005 -4.0 -3.5 -0.6 0.244
H 2.985545 0.572050 -0.119013 -1.0 -0.3 -0.2 0.112
H 2.108550 -2.231890 -0.272542 -0.5 1.5 0.6 0.123
H -0.437824 -1.941818 0.102243 -1.4 -2.0 -0.1 0.072
H -3.127952 -1.111921 0.927349 2.6 3.4 -2.4 0.165
H -3.725884 0.422825 -0.759505 3.1 -1.7 3.3 0.151
N -0.301303 0.110950 0.155349 1.6 -0.1 -0.2 -0.064
N -1.584667 0.671212 -0.390312 -1.9 -5.8 4.2 0.038
O 0.589623 2.167904 0.083330 4.0 4.5 0.9 0.000

---

14
Properties=species:S:1:pos:R:3:forces:R:3:lowdin_charge:R:1 method="wB97M-V/def2-TZVPD" smiles="C#CC(=C)O/C=N/N" orbital_gap_ev=8.9500 de_lowest_ev=9.376 e_homo_ev=-8.1 multiplicity=1
C 0.994166 2.162974 -0.464451 2.4 -1.3 -0.1 0.024
C 0.839741 0.911417 -0.294001 1.9 2.6 -1.1 -0.197
C 1.165766 -0.603571 -0.094341 0.4 0.2 -1.0 -0.301
C 2.302978 -0.915089 0.545932 -0.8 3.5 0.5 0.067
O 0.258994 -1.675378 -0.689413 0.4 5.1 2.1 -0.035
C -0.962396 -1.093450 -0.454570 -2.0 -0.4 0.6 -0.156
N -1.197727 0.158043 0.151327 1.1 -6.7 -2.6 -0.115
N -2.565746 0.176878 0.293654 -5.5 2.7 1.6 -0.149
H 1.687200 3.270137 -0.690316 -2.9 -4.2 0.9 0.140
H 2.615120 -1.923954 0.922168 -0.1 1.4 -0.7 0.085
H 2.687087 0.273085 0.799213 -0.1 -4.2 -0.1 0.155
H -1.764259 -2.008847 -0.838153 1.6 3.4 1.4 0.196
H -2.920191 0.588209 1.353760 1.6 -1.1 -4.3 0.161
H -3.140739 0.679545 -0.540807 2.1 -1.1 2.9 0.127

---

14
Properties=species:S:1:pos:R:3:forces:R:3:lowdin_charge:R:1 method="wB97M-V/def2-TZVPD" smiles="CC(=O)c1ncc[nH]1" orbital_gap_ev=9.5537 de_lowest_ev=2.774 e_homo_ev=-8.8 multiplicity=1
C -2.161361 -0.039452 1.118827 -5.2 0.8 -7.9 0.027
C -1.377345 0.007233 -0.185322 -1.2 -1.0 0.1 -0.340
O -1.960173 0.048479 -1.247238 0.8 0.3 0.3 0.108
C 0.113585 -0.090928 -0.058172 -0.9 0.8 -0.7 -0.323
N 0.790475 -1.171578 -0.064891 1.9 -1.7 0.4 0.126
C 2.110515 -0.790784 0.069813 -4.8 7.2 0.4 -0.076
C 2.136129 0.674080 0.122399 4.3 -0.2 -0.2 -0.080
N 0.882468 1.025188 0.000912 0.3 -6.5 1.1 0.093
H -3.322213 -0.128215 0.758966 2.8 0.1 1.2 0.163
H -2.035310 0.826101 1.557470 0.5 4.7 2.5 0.025
H -1.891611 -0.732506 1.713640 1.9 -5.2 4.1 0.009
H 2.942781 -1.255364 -0.042150 4.7 -3.9 -0.4 0.019
H 2.955177 1.614242 0.157530 -2.1 -3.4 -0.1 0.174
H 0.392825 1.751749 -0.124969 -3.2 7.8 -0.9 0.075

---

14
Properties=species:S:1:pos:R:3:forces:R:3:lowdin_charge:R:1 method="wB97M-V/def2-TZVPD" orbital_gap_ev=9.4868 de_lowest_ev=5.082 e_homo_ev=-8.9 multiplicity=1
N 3.774818 0.417849 0.009436 -11.3 -3.2 0.8 0.068
C 2.529663 0.037493 0.081239 8.0 1.5 -1.0 -0.138
C 1.230639 -0.716000 0.096916 -1.0 6.7 -0.6 -0.037
C -0.118640 -0.425558 -0.060747 1.8 6.0 -1.6 -0.308
N -0.605036 0.933489 -0.489283 -4.7 -5.4 1.0 0.112
C -1.922225 1.024525 0.393821 2.0 0.3 -0.7 -0.125
C -2.351953 -0.256519 -0.100091 0.0 -3.3 -1.2 -0.175
O -1.205756 -1.146834 0.009925 2.1 -1.4 0.3 -0.007
H 1.106728 -1.649821 0.153492 1.5 -7.9 1.0 0.014
H -0.097257 1.594047 -0.148541 4.9 5.2 2.1 0.018
H -1.791891 1.189470 1.504261 0.1 -0.4 -1.3 0.150
H -2.659563 1.664942 -0.017537 -0.2 1.5 -0.3 0.106
H -2.425438 -0.157023 -1.273971 -1.2 -0.4 2.5 0.182
H -2.879914 -0.909958 0.595000 -2.1 0.7 -0.9 0.142